{"formula": "C34H53N13OPdSTe", "method": "the ωB97M-V functional and the def2-TZVPD basis", "charge": 2, "gap_ev": [6.5, 6.5], "e_tot_ha": -2908.05532, "species": ["Pd", "C", "N", "C", "C", "N", "C", "C", "C", "C", "C", "C", "C", "C", "C", "N", "C", "N", "C", "C", "N", "C", "C", "C", "N", "C", "C", "H", "H", "H", "H", "H", "H", "H", "H", "H", "H", "H", "H", "H", "H", "H", "H", "H", "H", "H", "H", "H", "H", "H", "H", "H", "H", "H", "H", "H", "H", "C", "C", "C", "N", "C", "S", "N", "C", "O", "C", "C", "C", "C", "C", "C", "H", "H", "H", "H", "H", "H", "H", "H", "H", "H", "H", "H", "H", "H", "N", "N", "N", "C", "N", "N", "H", "H", "H", "C", "Te", "C", "H", "H", "H", "H", "H", "H"], "xyz": [[-0.771, 0.528, 0.465], [2.066, -0.550, 5.034], [1.301, -0.813, 3.823], [0.776, -2.161, 3.696], [0.921, 0.154, 2.968], [-0.261, 0.076, 2.359], [-1.389, -0.245, 3.193], [-1.449, 0.374, 4.421], [-2.572, 0.268, 5.258], [-3.676, -0.393, 4.817], [-3.674, -1.036, 3.556], [-4.850, -1.704, 3.124], [-4.877, -2.352, 1.928], [-3.717, -2.402, 1.132], [-2.542, -1.799, 1.524], [-1.394, -1.918, 0.730], [-0.987, -3.115, 0.373], [-1.193, -4.259, 1.081], [-1.251, -5.565, 0.435], [-1.565, -4.294, 2.485], [-0.257, -3.289, -0.774], [-0.556, -2.530, -1.969], [1.018, -3.988, -0.759], [-2.507, -1.025, 2.737], [1.765, 1.208, 2.794], [3.205, 1.000, 2.624], [1.199, 2.471, 2.313], [1.531, -0.983, 5.881], [2.167, 0.521, 5.189], [3.057, -1.005, 4.988], [1.550, -2.863, 4.002], [0.521, -2.343, 2.653], [-0.109, -2.312, 4.321], [-0.623, 1.001, 4.737], [-2.568, 0.763, 6.219], [-4.573, -0.444, 5.421], [-5.718, -1.687, 3.769], [-5.774, -2.857, 1.596], [-3.725, -2.967, 0.207], [-1.290, -5.455, -0.644], [-2.154, -6.080, 0.767], [-0.390, -6.182, 0.701], [-1.363, -3.347, 2.970], [-0.984, -5.075, 2.980], [-2.627, -4.519, 2.607], [-1.632, -2.388, -2.051], [-0.237, -3.120, -2.830], [-0.046, -1.565, -2.007], [1.212, -4.386, 0.234], [1.825, -3.294, -1.012], [1.030, -4.814, -1.473], [3.611, 0.360, 3.399], [3.701, 1.964, 2.706], [3.427, 0.569, 1.647], [0.525, 2.893, 3.059], [0.627, 2.274, 1.400], [2.003, 3.179, 2.130], [5.419, 0.506, -3.380], [4.411, -0.435, -2.735], [2.980, -0.164, -3.185], [2.492, 1.134, -2.708], [1.835, 1.338, -1.588], [1.516, 0.063, -0.490], [1.401, 2.595, -1.263], [1.470, 3.862, -1.874], [1.149, 4.812, -1.211], [1.896, 3.965, -3.302], [0.962, 3.747, -4.309], [1.338, 3.895, -5.636], [2.648, 4.233, -5.956], [3.574, 4.456, -4.949], [3.197, 4.340, -3.616], [6.432, 0.288, -3.047], [5.218, 1.550, -3.125], [5.400, 0.417, -4.468], [4.453, -0.353, -1.646], [4.650, -1.472, -2.977], [2.293, -0.931, -2.836], [2.922, -0.122, -4.274], [2.721, 1.939, -3.278], [1.037, 2.665, -0.324], [-0.065, 3.518, -4.046], [0.605, 3.781, -6.426], [2.938, 4.348, -6.991], [4.587, 4.742, -5.196], [3.910, 4.544, -2.827], [-1.334, 0.694, -4.820], [-1.720, 0.660, -3.497], [-2.864, 0.142, -3.118], [-2.742, 0.166, -1.802], [-1.572, 0.700, -1.434], [-0.921, 1.017, -2.545], [-2.177, 0.645, -5.385], [-0.809, 1.546, -4.987], [-3.484, -0.210, -1.115], [-2.546, 3.666, -0.159], [-2.544, 2.206, 1.383], [-4.456, 1.412, 0.902], [-2.611, 3.187, -1.132], [-1.626, 4.244, -0.084], [-3.400, 4.321, -0.001], [-5.169, 1.863, 1.587], [-4.445, 0.335, 1.056], [-4.707, 1.669, -0.124]]}


{"formula": "C8H13N3O6", "method": "the ωB97M-V functional and the def2-TZVPD basis", "charge": 0, "gap_ev": 9.8, "e_tot_ha": -928.42164, "species": ["N", "C", "O", "C", "C", "N", "C", "O", "C", "N", "C", "C", "O", "O", "C", "O", "O", "H", "H", "H", "H", "H", "H", "H", "H", "H", "H", "H", "H", "H"], "xyz": [[-4.615, 0.571, 0.508], [-3.799, -0.464, 0.095], [-4.150, -1.313, -0.690], [-2.350, -0.421, 0.639], [-1.380, 0.219, -0.394], [-0.143, -0.550, -0.525], [0.698, -0.631, 0.531], [0.435, -0.169, 1.654], [2.049, -1.389, 0.261], [2.261, -1.944, -1.075], [3.205, -0.520, 0.698], [3.556, 0.804, 0.042], [4.585, 1.327, 0.102], [2.427, 1.332, -0.445], [-1.206, 1.741, -0.205], [-2.245, 2.291, -0.019], [-0.047, 2.311, -0.461], [-5.391, 0.693, -0.145], [-4.182, 1.439, 0.831], [-2.158, -1.443, 0.934], [-2.329, 0.157, 1.592], [-1.859, 0.184, -1.406], [0.207, -0.651, -1.446], [2.102, -2.227, 1.006], [2.241, -1.221, -1.771], [1.532, -2.582, -1.293], [4.168, -1.061, 0.614], [3.007, -0.314, 1.724], [2.716, 2.192, -0.802], [0.666, 1.638, -0.554]]}